w:
A gas-phase ion, C3H5N2 (charge +1), computed with ωB97M-V/def2-TZVPD.

Properties
HOMO energy (spin up / spin down): -12.48 / -12.48 eV
Charge: +1
LUMO energy (spin up / spin down): -5.76 / -5.76 eV
Kohn-Sham gap (spin up / spin down): 6.7 / 6.7 eV

```
10
Properties=species:S:1:pos:R:3:mulliken_charge:R:1
N 1.307 -0.118 -0.359 0.070
N -0.992 0.491 0.297 -0.267
C -0.024 -0.190 -0.601 -0.075
C -0.907 -0.997 0.244 -0.482
C 2.221 0.086 0.305 0.184
H 3.207 0.155 0.826 0.423
H -0.770 1.047 1.183 0.282
H -1.887 0.861 -0.004 0.297
H -0.338 -0.048 -1.628 0.365
H -1.816 -1.287 -0.264 0.202
```

x:
A gas-phase ion, C3H5N2 (charge +1), computed with ωB97M-V/def2-TZVPD.

Properties
HOMO energy (spin up / spin down): -14.43 / -15.66 eV
Charge: +1
LUMO energy (spin up / spin down): -6.91 / -6.45 eV
Kohn-Sham gap (spin up / spin down): 7.5 / 9.2 eV

```
10
Properties=species:S:1:pos:R:3:mulliken_charge:R:1
N 0.798 0.987 0.598 -0.410
N -0.650 0.252 -1.237 0.027
C 0.072 1.272 -1.407 0.134
C 0.327 -0.221 0.824 -0.111
C -0.611 -0.669 -0.257 -0.389
H 0.199 -0.643 1.825 0.471
H -1.328 -0.098 -1.924 0.278
H 0.908 1.760 1.255 0.267
H -0.869 -1.667 -0.260 0.432
H 1.154 -0.973 0.583 0.300
```

y:
A gas-phase ion, C3H5N2 (charge +1), computed with ωB97M-V/def2-TZVPD.

Properties
HOMO energy: -15.80 eV
Charge: +1
LUMO energy: -6.52 eV
Kohn-Sham gap: 9.3 eV
SMILES: C1=NC=[NH+]C1

```
10
Properties=species:S:1:pos:R:3:mulliken_charge:R:1
N -0.494 -0.682 -0.708 -0.239
N -0.443 1.340 0.593 -0.221
C 0.593 0.473 0.911 -0.266
C -1.085 0.892 -0.378 0.028
C 0.578 -0.781 0.148 0.000
H 1.444 0.874 1.563 0.386
H -1.935 1.333 -0.903 0.364
H -0.989 -1.259 -1.420 0.268
H 0.782 -1.799 0.445 0.463
H 1.550 -0.390 -0.251 0.218
```

z:
A gas-phase ion, C3H5N2 (charge +1), computed with ωB97M-V/def2-TZVPD.

Properties
HOMO energy: -14.41 eV
Charge: +1
LUMO energy: -5.95 eV
Kohn-Sham gap: 8.5 eV

```
10
Properties=species:S:1:pos:R:3:mulliken_charge:R:1
N -0.651 1.066 0.027 0.020
N -0.771 -1.071 0.021 0.100
C 0.498 -0.844 -0.030 0.000
C 0.715 0.600 -0.061 -0.355
C -1.544 0.118 0.064 -0.200
H -1.218 -1.982 0.053 0.241
H 1.328 -1.829 0.098 0.370
H -0.908 2.043 0.062 0.199
H 1.203 0.930 -0.990 0.309
H 1.348 0.969 0.756 0.316
```

Stability, lowest: x

w:
A gas-phase ion, C3H5N2 (charge +1), computed with ωB97M-V/def2-TZVPD.

Properties
HOMO energy: -15.76 eV
Charge: +1
LUMO energy: -8.88 eV
Kohn-Sham gap: 6.9 eV

```
10
Properties=species:S:1:pos:R:3:mulliken_charge:R:1
N 1.983 0.094 -1.023 -0.333
N -0.908 0.480 1.621 -0.472
C 0.708 -0.014 -0.842 -0.047
C -0.127 -0.915 -0.129 0.124
C -1.107 0.025 0.493 -0.096
H 0.225 0.627 -1.607 0.367
H -1.495 1.279 1.854 0.322
H 2.459 0.142 -0.110 0.331
H 0.210 -1.946 -0.070 0.383
H -1.947 0.229 -0.187 0.421
```

x:
2 unconnected molecules or ions with the total composition C3H5N2, computed with ωB97M-V/def2-TZVPD.

Properties
HOMO energy: -14.71 eV
Charge: +1
LUMO energy: -3.71 eV
Kohn-Sham gap: 11.0 eV

```
10
Properties=species:S:1:pos:R:3:mulliken_charge:R:1
N -0.918 0.132 -0.068 -0.422
N 1.645 -0.026 -0.003 -0.477
C -2.055 0.079 0.078 0.456
C -3.388 -0.031 0.063 -0.538
C -4.623 -0.043 -0.009 -0.027
H 1.405 0.843 0.473 0.390
H 2.023 0.228 -0.919 0.360
H 0.746 -0.594 0.070 0.441
H -5.640 0.077 -0.268 0.447
H 2.414 -0.424 0.524 0.370
```

Stability, lowest: w

w:
A single C2H4N4S molecule, computed with ωB97M-V/def2-TZVPD.

Properties
HOMO energy: -9.40 eV
LUMO energy: -1.09 eV
Kohn-Sham gap: 8.3 eV
SMILES: N=S1(=N)C=CN=N1

```
11
Properties=species:S:1:pos:R:3:mulliken_charge:R:1
S -0.348 1.094 0.396 0.620
N -0.328 0.267 1.940 -0.155
N 1.246 1.675 0.671 -0.559
N -0.021 -0.925 1.823 -0.204
N -1.533 1.813 -0.300 -0.616
C -0.119 -0.460 -0.452 -0.202
C -0.079 -1.377 0.482 -0.164
H 0.320 -2.392 0.283 0.357
H 0.086 -0.626 -1.448 0.409
H -1.498 2.793 -0.476 0.261
H 1.566 1.730 1.715 0.255
```

x:
A molecular structure, C2H4N4S, computed with ωB97M-V/def2-TZVPD.

Properties
HOMO energy: -9.36 eV
LUMO energy: -0.97 eV
Kohn-Sham gap: 8.4 eV

```
11
Properties=species:S:1:pos:R:3:mulliken_charge:R:1
S -2.995 -0.580 -0.048 -0.250
N 0.640 0.991 -0.199 -0.677
N -0.106 -1.220 -0.210 -0.555
N -0.722 0.896 0.033 0.160
N 2.405 -0.778 -0.139 -0.595
C 1.004 -0.277 -0.251 0.441
C -1.162 -0.295 -0.127 0.494
H 2.234 -1.510 0.611 0.310
H 3.009 -0.092 0.679 0.333
H -1.322 1.749 0.109 0.202
H -2.984 1.116 -0.458 0.136
```

Stability, lowest: w

w:
A single C2H4N4S molecule, computed with ωB97M-V/def2-TZVPD.

Properties
HOMO energy: -8.54 eV
LUMO energy: -0.28 eV
Kohn-Sham gap: 8.3 eV
SMILES: Nn1cnc(=S)[nH]1

```
11
Properties=species:S:1:pos:R:3:mulliken_charge:R:1
S -1.481 -1.563 2.391 -0.337
N 0.450 -1.635 0.346 -0.405
N -0.864 0.132 0.459 -0.163
N 0.942 1.411 -0.941 -0.566
N -0.080 0.245 -0.755 -0.049
C 0.609 -0.921 -0.650 0.055
C -0.691 -1.073 1.000 0.077
H 1.306 -1.000 -1.401 0.473
H -1.932 0.478 0.547 0.331
H 0.295 2.256 -1.026 0.288
H 1.447 1.670 0.030 0.297
```

x:
2 unconnected molecules or ions with the total composition C2H4N4S, computed with ωB97M-V/def2-TZVPD.

Properties
HOMO energy: -8.33 eV
LUMO energy: -0.70 eV
Kohn-Sham gap: 7.6 eV

```
11
Properties=species:S:1:pos:R:3:mulliken_charge:R:1
S -2.311 -0.581 0.044 -0.384
N 0.224 -1.605 -0.349 -0.271
N 1.310 0.371 0.066 -0.430
N -0.467 1.889 -0.270 -0.684
N 1.473 -0.896 0.147 -0.075
C 0.108 0.720 -0.168 0.509
C -0.604 -0.562 -0.291 0.124
H -0.037 -2.424 0.521 0.415
H -1.585 1.593 -0.513 0.258
H 2.257 -1.160 -0.293 0.205
H -0.370 2.654 1.105 0.334
```

Stability, lowest: x

w:
A molecular structure, BaH18O9, computed with ωB97M-V/def2-TZVPD.

Properties
HOMO energy: -18.15 eV
Charge: +2
LUMO energy: -5.89 eV
Kohn-Sham gap: 12.3 eV

```
28
Properties=species:S:1:pos:R:3:mulliken_charge:R:1
Ba -0.038 0.067 0.141 1.662
O -2.470 0.186 1.070 -0.504
O -2.101 1.536 -1.342 -0.489
O -0.055 0.855 2.796 -0.514
O -0.976 -2.241 -1.377 -0.466
O -0.560 -2.185 1.564 -0.486
O 2.549 -0.124 0.883 -0.498
O 1.853 -1.613 -1.380 -0.497
O 0.585 1.068 -2.298 -0.475
O 1.008 2.623 0.580 -0.506
H -1.727 2.096 -2.022 0.260
H 1.423 1.450 -2.559 0.253
H -1.230 -2.442 2.198 0.268
H 3.202 -0.169 0.185 0.283
H -0.230 0.306 3.561 0.270
H 0.662 3.516 0.592 0.253
H 2.569 -2.236 -1.251 0.263
H -3.030 1.476 -1.564 0.264
H -2.922 0.413 1.882 0.251
H 3.061 -0.124 1.692 0.248
H 0.056 1.080 -3.095 0.262
H 1.958 2.734 0.540 0.292
H 1.883 -1.404 -2.314 0.287
H -1.236 -2.179 -2.296 0.259
H -1.419 -3.026 -1.054 0.261
H -0.203 -3.013 1.243 0.255
H -3.155 -0.177 0.508 0.264
H 0.546 1.528 3.116 0.279
```

x:
A molecular structure, BaH18O9, computed with ωB97M-V/def2-TZVPD.

Properties
HOMO energy: -18.50 eV
Charge: +2
LUMO energy: -5.98 eV
Kohn-Sham gap: 12.5 eV

```
28
Properties=species:S:1:pos:R:3:mulliken_charge:R:1
Ba -16.144 -8.287 -5.806 1.644
O -17.740 -6.151 -6.155 -0.545
O -15.631 -10.339 -3.764 -0.474
O -18.585 -8.893 -4.934 -0.528
O -16.171 -7.237 -3.315 -0.482
O -14.378 -9.462 -7.910 -0.504
O -14.441 -6.122 -6.979 -0.532
O -16.751 -10.805 -6.582 -0.492
O -13.605 -8.532 -4.499 -0.553
O -16.997 -8.390 -8.664 -0.546
H -17.705 -5.945 -7.089 0.307
H -13.689 -6.225 -7.562 0.296
H -15.086 -10.213 -2.987 0.261
H -15.801 -11.280 -3.789 0.257
H -14.899 -5.351 -7.313 0.282
H -19.169 -8.583 -5.626 0.299
H -15.027 -9.517 -8.612 0.286
H -16.262 -6.297 -3.162 0.257
H -16.145 -11.475 -6.898 0.280
H -17.673 -9.044 -8.845 0.309
H -18.470 -5.629 -5.821 0.249
H -15.954 -7.600 -2.456 0.244
H -13.800 -10.210 -8.059 0.287
H -16.546 -8.273 -9.500 0.280
H -19.172 -9.222 -4.254 0.249
H -17.237 -11.235 -5.877 0.264
H -13.177 -9.382 -4.598 0.321
H -12.995 -7.907 -4.891 0.283
```

Stability, lowest: x

w:
2 unconnected molecules or ions with the total composition C4H10NO3, computed with ωB97M-V/def2-TZVPD.

Properties
HOMO energy: -3.86 eV
Charge: -1
LUMO energy: 3.96 eV
Kohn-Sham gap: 7.8 eV

```
18
Properties=species:S:1:pos:R:3:mulliken_charge:R:1
O 0.568 2.763 1.818 -0.700
O -0.860 1.578 -0.261 -0.726
O -0.731 0.059 -2.011 -0.704
N 0.555 -1.383 0.323 -0.040
C -0.414 0.582 -0.900 0.721
C 0.827 -0.026 -0.171 -0.935
C 0.304 -2.414 -0.735 -0.810
C -0.399 -1.321 1.372 -0.952
H 0.165 3.340 1.248 0.301
H -0.516 -2.446 1.734 0.362
H 0.396 -1.857 -1.766 0.262
H 1.634 -0.100 -0.993 0.258
H -1.357 -0.912 1.134 0.319
H 0.894 -3.372 -0.729 0.259
H 0.248 -0.762 2.130 0.303
H 1.323 0.491 0.683 0.334
H 0.353 1.896 1.390 0.451
H -0.750 -2.719 -0.846 0.297
```

x:
2 unconnected molecules or ions with the total composition C4H10NO3, computed with ωB97M-V/def2-TZVPD.

Properties
HOMO energy: -3.47 eV
Charge: -1
LUMO energy: 4.02 eV
Kohn-Sham gap: 7.5 eV

```
18
Properties=species:S:1:pos:R:3:mulliken_charge:R:1
O -1.047 0.907 -0.051 -0.442
O -3.566 -0.488 -0.286 -0.731
O -0.005 0.141 -2.057 -0.811
N 0.743 0.589 1.290 -0.468
C -0.680 0.298 1.128 -0.403
C 1.345 0.409 -0.037 0.061
C 1.798 -1.012 -0.337 -1.264
C 0.238 0.884 -1.055 -0.047
H -3.328 -0.319 -1.220 0.325
H -1.217 0.782 1.953 0.310
H 2.201 1.106 -0.046 0.331
H -2.712 -0.291 0.138 0.408
H 2.075 -1.591 0.551 0.326
H -0.890 -0.786 1.162 0.335
H 1.239 0.015 1.968 0.222
H 2.505 -1.032 -1.152 0.331
H 0.916 -1.581 -0.677 0.298
H 0.385 1.969 -1.272 0.220
```

Stability, lowest: x